# 1
The following is a DFT calculation (ωB97M-V/def2-TZVPD) of a cluster of 10 separate species, C19H46BF8N9O24P2 in total.

Geometry (Å):
C 3.516765 2.811902 2.369083
C 3.273663 1.354434 2.851323
O 3.677283 1.298048 4.216609
C 1.741274 1.018639 2.797249
P 1.314914 -0.289102 1.551071
C -0.328309 -0.122220 0.721052
C -1.409766 0.410504 1.641833
O -1.223179 1.835778 1.790112
C -2.317289 2.310104 2.533323
C -2.242449 3.808107 2.764189
F -2.759406 4.016804 3.987005
F -0.997413 4.251901 2.829038
C -3.098597 4.655282 1.798958
F -2.847086 5.930262 1.964569
F -4.370451 4.474721 2.174395
C -3.025352 4.254456 0.309464
F -3.539600 5.280859 -0.375947
F -3.784318 3.221799 0.040735
C -1.582237 4.019496 -0.230597
F -1.597399 2.937154 -1.021290
F -1.180727 5.039834 -0.981950
O 0.683199 -1.327779 2.809081
B 0.508372 -2.648236 2.486848
O 0.247492 -3.541658 3.511576
O 0.597845 -3.144041 1.196095
P 2.177154 0.932910 -0.165104
O 1.960718 0.235773 -1.482452
H 2.714078 3.164592 1.727348
H 3.626583 3.492838 3.206036
H 4.424770 2.820938 1.769889
H 3.840061 0.647750 2.258331
H 3.207558 2.017473 4.651300
H 1.203547 1.930238 2.544189
H 1.425126 0.708637 3.784249
H 2.299649 -1.257556 1.256165
H -0.667372 -1.053985 0.279479
H -0.248933 0.582686 -0.104574
H -1.405925 -0.042565 2.633501
H -2.370357 0.213282 1.157987
H -2.281952 1.863051 3.532564
H -3.278881 2.016943 2.109573
H -0.830380 3.832810 0.531490
H -0.578753 -3.351149 3.975984
H -0.284684 -3.253800 0.815933
H 1.491048 2.185293 -0.209400
H 3.580504 1.141878 -0.033112
C 0.705657 4.276377 -3.394155
N 2.101886 4.178048 -3.895849
O 2.994120 4.547266 -3.157691
O 2.255187 3.724105 -5.014085
H 0.728057 4.689675 -2.394597
H 0.158027 4.925455 -4.071241
H 0.288089 3.273202 -3.390926
C -0.773589 -1.666861 -2.955579
N -0.943653 -2.847346 -2.068986
O -1.220233 -2.633914 -0.894547
O -0.791570 -3.939276 -2.558015
H -0.935024 -0.768850 -2.370715
H 0.243264 -1.700363 -3.340303
H -1.502038 -1.746832 -3.757385
C -5.320016 -0.326367 5.190594
N -3.955326 -0.388327 4.603279
O -3.028873 0.004728 5.280768
O -3.858492 -0.832341 3.472458
H -5.246633 0.086638 6.189758
H -5.922687 0.310486 4.548619
H -5.706788 -1.340796 5.213399
C 4.765936 2.184817 -4.411540
N 6.173899 2.037383 -4.868929
O 7.060016 2.395201 -4.116331
O 6.349826 1.564856 -5.976751
H 4.769717 2.615296 -3.417843
H 4.260705 2.836154 -5.111572
H 4.315545 1.196228 -4.401222
C -6.392567 -0.439167 0.428323
N -5.009960 -0.526463 -0.116417
O -4.096979 -0.152435 0.601895
O -4.886293 -0.965047 -1.237824
H -6.342039 -0.033085 1.432013
H -6.961231 0.211702 -0.229371
H -6.804297 -1.444021 0.434459
C -3.832997 -4.417778 2.708196
N -3.648982 -3.869240 4.078260
O -4.622773 -3.412856 4.648732
O -2.526999 -3.908684 4.542242
H -4.875074 -4.314537 2.431219
H -3.193127 -3.845656 2.040603
H -3.542492 -5.462664 2.728513
C -5.791467 -8.952534 1.796735
N -5.253161 -7.624484 2.200899
O -5.899442 -6.967896 2.992929
O -4.194090 -7.287835 1.704747
H -6.729957 -9.115651 2.313364
H -5.935853 -8.931798 0.720609
H -5.056011 -9.700819 2.076765
C 4.730032 -2.859364 -2.798867
N 3.601713 -2.396046 -3.651367
O 3.738489 -1.350623 -4.251681
O 2.612636 -3.101274 -3.680751
H 5.534379 -2.136220 -2.867555
H 4.357261 -2.934050 -1.781519
H 5.044214 -3.829621 -3.172127
C 9.201199 1.838880 -7.371674
N 10.616195 1.697823 -7.818178
O 11.489853 2.056859 -7.053186
O 10.798952 1.229111 -8.925309
H 9.189004 2.264937 -6.375701
H 8.699596 2.491479 -8.079690
H 8.756459 0.849288 -7.373064

Cartesian forces (eV/Å) of the 2 atoms listed first:
C 0.28 -0.94 -0.83
C -1.42 1.46 0.76

Summary:
Structure (SMILES): C[C@@H](O)C[PH](CCOCC(F)(F)C(F)(F)C(F)(F)C(F)F)(OB(O)O)[PH2]=O.C[N+](=O)[O-].C[N+](=O)[O-].C[N+](=O)[O-].C[N+](=O)[O-].C[N+](=O)[O-].C[N+](=O)[O-].C[N+](=O)[O-].C[N+](=O)[O-].C[N+](=O)[O-]
HOMO-LUMO gap, eV: 8.190
HOMO, eV: -8.68

---

# 2
The following is a DFT calculation (ωB97M-V/def2-TZVPD) of a structure of composition C19H46N3O9Sr.

Geometry (Å):
Sr 7.830150 19.898600 -24.554340
O 3.820500 15.759010 -24.760250
C 4.870550 16.546050 -24.538000
O 4.714430 17.409670 -23.688280
O 5.889130 16.563550 -25.240340
H 3.303570 16.050970 -24.005830
C -0.555940 15.852630 -22.161090
O -0.137600 16.462270 -23.397620
C -1.034380 17.330560 -24.044150
C -0.436290 18.020700 -25.220390
N -0.315370 17.125530 -26.387180
C 0.263500 17.950350 -27.444460
C 0.912070 17.055300 -28.529310
O 1.081100 17.930390 -29.654550
C 1.788610 17.339530 -30.735770
H -0.925810 16.600190 -21.459330
H 0.273860 15.337400 -21.677280
H -1.417840 15.185750 -22.138720
H -1.474350 18.077380 -23.383250
H -1.889340 16.756650 -24.401620
H 0.512100 18.358120 -24.802300
H -1.029980 18.891230 -25.499320
H 0.370080 16.414680 -26.175140
H 1.116810 18.572570 -27.174610
H -0.449090 18.659590 -27.865510
H 0.236830 16.236910 -28.779090
H 1.837050 16.684440 -28.087750
H 1.854670 18.116570 -31.497320
H 1.275500 16.474780 -31.156500
H 2.802780 16.999390 -30.526310
C 6.784760 8.930500 -21.910870
O 5.671100 9.802320 -22.074650
C 5.364970 10.167840 -23.423270
C 4.093570 11.058740 -23.557960
N 2.861290 10.358730 -23.221210
C 1.670950 11.186510 -23.347720
C 0.546330 10.427340 -22.535900
O 0.895020 10.597180 -21.143740
C 0.495760 9.495400 -20.348980
H 7.702310 9.291930 -22.375160
H 6.512540 7.991120 -22.392060
H 6.979890 8.754710 -20.852980
H 5.284080 9.274170 -24.042070
H 6.273080 10.661340 -23.769510
H 3.990180 11.283880 -24.619430
H 4.149980 11.999610 -23.010550
H 3.028360 9.843460 -22.368750
H 1.380600 11.302240 -24.391940
H 1.883000 12.205940 -23.025390
H 0.495170 9.350360 -22.695940
H -0.496610 10.697860 -22.700790
H 0.942680 9.558970 -19.356850
H 0.631790 8.513680 -20.802670
H -0.574990 9.636020 -20.201290
C 8.901960 18.314000 -15.956770
O 7.872400 18.148670 -16.920740
C 6.990420 19.233820 -16.986960
C 5.657040 18.888010 -17.636270
N 4.967180 17.827480 -16.912480
C 4.060360 17.149780 -17.792120
C 4.856060 16.123260 -18.624200
O 5.417790 15.189520 -17.755640
C 6.104860 14.144870 -18.388190
H 9.374060 19.294950 -15.902320
H 9.717500 17.636920 -16.210850
H 8.679390 18.043110 -14.924700
H 7.537960 19.944510 -17.606000
H 6.779880 19.736160 -16.042800
H 5.692420 18.682470 -18.706130
H 4.975090 19.721870 -17.469740
H 5.697480 17.144120 -16.771810
H 3.569170 17.859960 -18.457310
H 3.311320 16.650130 -17.177790
H 5.635140 16.633800 -19.190310
H 4.129080 15.751280 -19.346170
H 6.818340 14.423430 -19.163720
H 5.497820 13.262100 -18.588990
H 6.729840 13.694790 -17.616880

Cartesian forces (eV/Å) of the 2 atoms listed first:
Sr -1.31 -1.62 0.02
O 0.23 -1.16 -0.38

Summary:
ΔE to the lowest compared entry with this formula, charge and spin, kcal per mole: 219.5
HOMO-LUMO gap, eV: 1.961
HOMO, eV: -9.44
Total charge: +1